{"formula": "C3H4S2", "method": "the ωB97M-V functional and the def2-TZVPD basis", "species": ["C", "C", "S", "C", "S", "H", "H", "H", "H"], "xyz": [[-1.824938, -0.197389, -0.638669], [-1.060387, -0.450226, 0.386368], [0.486870, 0.724581, 0.615343], [2.222040, 0.633804, 0.317417], [2.859728, -0.660070, -0.482257], [-2.745358, -0.828048, -0.755814], [-1.765486, 0.523252, -1.428103], [-0.974349, -1.218270, 1.249010], [2.801876, 1.472370, 0.736707]], "forces_ev_per_angstrom": [[-2.3, -1.6, -0.1], [4.1, -0.9, 1.3], [-1.2, 2.4, 1.3], [-0.8, -3.2, -1.3], [0.3, 1.2, 0.6], [0.7, 0.6, 0.4], [0.8, 0.4, 0.0], [-0.9, 1.3, -2.0], [-0.7, -0.2, -0.2]], "energy_ev": -24843.2092, "de_lowest_kj_mol": 234.66, "gap_ev": 8.2, "smiles": "C=CSC=S", "lumo_energy_ev": -0.253, "charge": 0}

=====

{"formula": "C4H6N2O", "method": "the ωB97M-V functional and the def2-TZVPD basis", "species": ["O", "C", "N", "C", "N", "C", "C", "H", "H", "H", "H", "H", "H"], "xyz": [[2.857667, 0.831296, 0.090289], [2.703500, -0.368056, -0.107677], [1.461755, -1.153837, 0.047972], [0.469453, -0.376237, 0.044690], [-0.848055, -0.803913, -0.141771], [-1.686895, 0.276536, -0.691366], [-1.732482, 0.077381, 0.768962], [3.639189, -0.970573, -0.253793], [0.468985, 0.781647, 0.058362], [-2.377549, -0.038943, -1.484931], [-1.340974, 1.376652, -0.978700], [-1.184999, 0.862663, 1.420582], [-2.429590, -0.494612, 1.227375]], "forces_ev_per_angstrom": [[-0.8, -1.9, -0.6], [0.8, 0.9, 1.8], [1.6, 1.2, -0.7], [-0.7, 2.0, -0.9], [-0.3, 1.1, 1.0], [-0.1, 2.5, -0.8], [2.6, 1.5, -1.2], [-1.0, 0.0, -0.3], [1.0, -1.6, 0.1], [-0.1, -0.2, 1.0], [0.2, -2.6, 0.5], [-1.0, -1.4, -1.2], [-2.1, -1.5, 1.4]], "energy_ev": -9269.8921, "de_lowest_kj_mol": 348.29, "gap_ev": 10.5, "smiles": "O=C/N=C/N1CC1", "lumo_energy_ev": 0.274, "charge": 0}